(1)
Here is C49H53As2F6GaGeSbSeSi as an isolated structure at a distorted geometry from the OMol25 dataset. Energies are from wB97M-V/def2-TZVPD.

Last column: Mulliken spin population.
Atoms and positions in Å:
Ga: -17.226 -10.264 9.275  -0.028
C: -22.066 -9.637 8.776  0.079
C: -21.989 -9.544 10.248  -0.019
As: -20.229 -8.656 10.908  0.039
C: -20.430 -9.418 12.704  0.001
C: -21.489 -9.035 13.527  0.004
C: -21.608 -9.586 14.788  0.000
C: -20.596 -10.399 15.321  0.003
C: -19.537 -10.777 14.502  -0.001
C: -19.440 -10.333 13.172  0.005
C: -21.091 -6.841 11.282  0.010
C: -22.095 -6.325 10.499  0.000
C: -22.469 -4.953 10.620  0.001
C: -21.833 -4.164 11.584  0.003
C: -20.862 -4.712 12.426  -0.001
C: -20.455 -6.049 12.295  0.003
As: -20.615 -10.684 7.828  0.367
C: -20.459 -9.439 6.287  0.168
C: -20.221 -8.099 6.520  -0.005
C: -20.195 -7.234 5.437  0.013
C: -20.374 -7.680 4.126  0.151
C: -20.445 -9.061 3.867  -0.026
C: -20.481 -9.941 4.951  0.065
C: -21.800 -12.079 7.053  0.065
C: -22.874 -11.626 6.265  0.016
C: -23.746 -12.519 5.657  0.002
C: -23.420 -13.899 5.601  0.006
C: -22.295 -14.356 6.330  0.006
C: -21.470 -13.440 7.060  0.014
H: -21.983 -8.637 8.404  0.005
H: -23.035 -10.034 8.504  0.021
H: -21.960 -10.525 10.698  0.001
H: -22.856 -8.920 10.666  0.009
H: -22.198 -8.325 13.147  0.000
H: -22.509 -9.441 15.391  0.000
H: -20.697 -10.750 16.347  0.000
H: -18.696 -11.367 14.784  0.000
H: -18.539 -10.533 12.571  -0.002
H: -22.657 -7.022 9.847  -0.001
H: -23.161 -4.588 9.908  0.000
H: -22.010 -3.078 11.613  0.000
H: -20.380 -4.078 13.151  0.000
H: -19.723 -6.450 12.947  0.000
H: -20.154 -7.691 7.508  0.003
H: -19.943 -6.206 5.605  0.001
H: -20.474 -6.876 3.359  0.001
H: -20.467 -9.495 2.852  0.000
H: -20.536 -10.988 4.708  -0.007
H: -23.056 -10.540 6.183  -0.003
H: -24.611 -12.033 5.211  0.000
H: -24.117 -14.631 5.153  0.000
H: -21.982 -15.398 6.259  0.000
H: -20.540 -13.726 7.568  0.009
F: -18.177 -12.106 5.378  0.001
Sb: -16.426 -12.233 6.197  0.002
F: -14.829 -12.220 7.251  0.000
F: -17.403 -13.154 7.628  0.001
F: -16.978 -10.517 7.157  -0.002
F: -15.929 -13.696 5.089  0.000
F: -15.580 -10.950 5.045  0.000
C: -12.269 -6.142 6.851  0.000
Ge: -13.840 -7.296 7.225  0.000
C: -13.070 -8.964 7.977  0.000
C: -14.787 -7.744 5.550  0.000
C: -14.790 -6.398 8.721  0.000
Se: -16.017 -7.290 9.956  0.004
C: -17.554 -6.910 8.696  -0.005
H: -11.401 -6.612 7.298  0.000
H: -12.421 -5.151 7.246  0.000
H: -12.093 -6.019 5.768  0.000
H: -12.067 -9.112 7.542  0.000
H: -13.707 -9.804 7.743  0.000
H: -13.023 -8.880 9.074  0.000
H: -14.100 -8.021 4.758  0.000
H: -15.309 -6.878 5.156  0.000
H: -15.596 -8.480 5.657  0.000
H: -15.365 -5.532 8.298  0.000
H: -14.014 -5.982 9.438  0.000
H: -17.667 -7.729 7.952  0.001
H: -17.485 -5.960 8.124  0.000
H: -18.459 -6.924 9.307  0.004
C: -18.225 -15.033 13.262  0.000
C: -18.654 -14.557 12.036  0.000
C: -18.025 -13.455 11.447  -0.027
C: -16.839 -12.918 12.014  -0.001
C: -16.461 -13.433 13.276  0.001
C: -17.203 -14.386 13.961  0.000
Si: -15.696 -11.861 10.935  0.015
C: -14.835 -10.803 12.217  -0.001
C: -15.569 -10.401 13.377  0.001
C: -14.920 -9.851 14.485  0.000
C: -13.503 -9.695 14.559  0.001
C: -12.767 -10.030 13.413  0.000
C: -13.465 -10.463 12.240  0.000
C: -14.410 -13.102 10.329  -0.002
C: -14.579 -14.462 10.523  0.000
C: -13.523 -15.385 10.422  0.000
C: -12.219 -14.909 10.173  0.000
C: -12.034 -13.544 10.052  0.000
C: -13.103 -12.671 10.074  0.000
H: -18.698 -15.904 13.683  0.000
H: -19.417 -15.124 11.464  0.000
H: -18.421 -13.018 10.515  0.027
H: -15.459 -13.204 13.648  0.000
H: -17.040 -14.676 15.005  0.000
H: -16.617 -10.604 13.439  -0.001
H: -15.507 -9.638 15.362  0.000
H: -13.110 -9.263 15.493  0.000
H: -11.656 -9.971 13.419  0.000
H: -12.900 -10.460 11.325  0.000
H: -15.549 -14.857 10.822  0.000
H: -13.729 -16.441 10.663  0.000
H: -11.336 -15.556 9.958  0.000
H: -11.021 -13.160 9.798  0.000
H: -12.920 -11.623 9.826  0.000

Atomic forces in eV per Å
0.743 0.197 -0.569
0.338 0.374 0.210
0.628 0.914 1.366
-2.606 0.154 0.670
1.551 -0.505 0.154
0.438 -0.494 -0.458
-0.029 -0.486 0.817
-0.333 -0.121 -0.557
0.225 0.520 -1.184
-1.149 1.508 0.290
2.104 -0.336 1.058
-0.742 0.505 -0.166
1.380 -1.516 0.831
-0.055 0.238 -0.809
0.102 -0.842 -0.263
-1.790 0.717 -1.672
-2.079 0.839 -1.707
0.262 -2.290 0.357
-0.152 0.938 -0.878
0.339 -0.300 0.582
-0.149 0.295 -0.562
-0.221 -0.243 0.168
0.273 0.772 -0.444
0.772 -0.524 -0.822
-0.022 0.606 0.704
0.697 -0.242 -0.165
-0.205 0.266 1.353
0.461 1.055 -0.161
-0.544 -0.008 -0.568
-0.014 0.514 -0.691
0.002 -0.502 -0.597
-0.258 -0.218 0.401
1.283 -1.010 -0.460
-0.407 0.155 0.040
0.393 0.352 -0.203
0.175 -0.008 -0.276
0.237 -0.595 0.876
-0.642 -0.178 0.253
0.426 0.845 0.053
-0.761 0.595 -0.294
-0.134 -0.673 0.123
0.044 0.065 0.206
0.668 -0.370 0.391
0.194 0.083 0.478
-0.323 0.478 0.062
0.346 -1.103 0.354
-0.102 0.557 0.639
0.027 -0.271 0.386
-0.095 -0.728 0.076
0.015 -0.691 -0.263
0.683 0.609 0.061
-0.241 0.249 0.179
-0.560 -0.335 -0.244
1.170 0.173 0.492
-0.009 -0.419 -1.364
-1.084 -0.045 -0.186
0.951 0.842 -0.695
-0.243 0.134 1.345
-0.415 0.863 1.078
-0.832 -0.918 0.681
-0.665 -0.210 -0.670
1.181 -0.762 -0.384
-0.094 0.549 0.175
-1.040 0.515 0.468
0.607 1.174 0.468
-1.324 -0.090 -1.722
-0.439 -0.646 -0.050
0.160 0.088 0.106
0.109 0.357 0.283
-0.099 -0.223 0.423
-0.445 -0.068 0.306
-0.086 -0.432 -0.190
0.259 0.002 -0.264
0.258 -0.370 0.167
0.023 0.473 0.017
0.571 -0.173 0.066
0.500 -0.651 0.667
-0.689 -0.404 -1.100
0.310 0.498 0.330
0.313 -0.514 0.749
0.074 0.239 -0.073
-0.108 0.408 0.260
-0.189 -0.276 -1.071
0.425 0.289 0.158
-1.850 -0.493 -0.687
1.165 0.349 -0.171
-0.629 -0.340 -0.428
1.568 -2.025 2.637
0.111 1.830 0.515
1.221 -0.154 -0.035
0.694 -0.426 -0.290
-1.420 -0.215 -0.723
-0.375 -0.069 -0.235
0.519 0.458 0.820
0.332 0.833 -0.419
-0.439 -1.328 0.256
0.316 0.310 0.515
-0.217 -0.805 -0.340
0.986 0.556 -0.801
-0.006 0.782 -0.564
-0.153 -0.045 0.165
0.377 0.648 0.573
0.191 -0.469 0.318
-0.469 0.418 0.239
0.536 0.088 -0.576
-0.427 0.011 0.087
-0.144 0.219 0.112
0.196 -0.455 -0.698
-1.044 0.162 -0.229
0.220 -0.437 0.074
0.120 0.075 -0.230
0.202 0.626 -0.447
-1.036 0.310 0.588
-0.899 -0.253 0.333
0.011 -0.380 0.045

Summary:
Spin multiplicity ... 2
Expectation value of S² ... 0.77
Orbital gap (alpha / beta) ... 0.193 / 0.142 Ha
Total charge ... +2

(2)
Here is a 2-piece molecular cluster, C4H11N3O2 overall at a distorted geometry from the OMol25 dataset. Energies are from wB97M-V/def2-TZVPD.

Last column: natural (NBO) charge in e.
Atoms and positions in Å:
C: 2.681 -2.519 1.030  -0.704
C: 1.594 -1.518 0.829  0.785
O: 0.425 -1.685 0.718  -0.599
O: 2.014 -0.216 1.042  -0.766
H: 3.186 -2.072 1.881  0.240
H: 3.491 -2.530 0.197  0.237
H: 2.330 -3.366 1.335  0.215
C: -2.140 0.144 -2.039  -0.449
C: -1.073 1.479 -0.341  0.616
N: -0.903 0.734 -1.528  -0.634
N: -2.064 2.410 -0.283  -0.824
N: -0.379 1.167 0.736  -0.828
H: -0.164 0.039 -1.534  0.413
H: -3.112 0.042 -1.521  0.218
H: -1.926 -0.969 -2.321  0.214
H: -2.443 2.721 -1.216  0.393
H: -2.177 3.029 0.477  0.406
H: 1.193 0.337 0.646  0.514
H: -0.372 1.652 1.621  0.370
H: -2.479 0.632 -3.000  0.183

Atomic forces in eV per Å
3.519 5.499 -2.240
0.971 2.574 1.150
-1.583 -1.743 -0.938
-0.984 -0.221 -1.966
0.486 -0.071 0.204
-1.721 -0.193 1.270
-2.041 -5.370 1.110
-0.760 -2.200 -3.075
1.610 -0.993 3.672
-1.528 0.804 0.954
-1.068 -0.115 -3.945
0.632 -0.515 -2.707
-0.124 0.451 0.791
1.041 0.587 1.066
-0.206 1.974 0.354
0.535 -0.326 1.767
0.199 0.301 0.681
1.108 -0.754 1.578
-0.710 0.700 -0.438
0.626 -0.389 0.712

Summary:
SMILES string ... [H]/N=C(\N)NC.CC(=O)O
Orbital gap ... 0.361 Ha
Total charge ... 0

Molecular weight (g mol⁻¹)
1276.93; 133.15
ΔE to the lowest compared entry with this formula, charge and spin (kcal/mol)
34.9; 45.2